No. 1
The following is a quantum chemistry calculation of C4H11O3 as an isolated structure at a distorted geometry, from the OMol25 dataset.

Calculated values
* energy above the lowest of the compared OMol25 structures with the same formula, charge and spin: 117.0 kcal per mole
* gap between HOMO and LUMO: 6.654 eV
* highest occupied orbital energy: -4.43 eV
* E: -384.567213 Eh
* net charge: -1

Cartesian coordinates (Å):
C: 1.84044 -1.65083 -2.26256
O: 2.27018 -2.72185 -1.58374
C: 0.56352 -1.07512 -1.61690
C: 0.71393 -0.74474 -0.19405
C: -0.46695 -0.12582 0.55731
O: -1.27881 1.60603 3.01459
H: 1.66303 -1.86197 -3.33369
H: 2.60233 -0.82127 -2.30250
H: -0.33654 -0.95116 -2.24564
H: 0.37393 -1.86673 -0.67066
H: 1.73783 -0.68364 0.16702
H: -0.70773 0.86375 0.19348
H: -0.25944 0.03634 1.66591
H: -1.30612 -0.79965 0.44634
H: -1.94644 1.65452 3.70693
H: -1.78816 3.83508 1.24294
H: -1.66827 2.34255 2.07781
O: -2.00673 2.96451 1.13742

Forces on atoms 1 to 2 (eV/Å):
C 0.7657 -0.2578 -0.2908
O -0.2912 -0.0680 0.4744

Atom charges from the Mulliken analysis, given in e for atoms 1 to 2: -0.4925, -0.8217


No. 2
The following is a quantum chemistry calculation of C4H11O4 as an isolated structure at a distorted geometry, from the OMol25 dataset.

Calculated values
* energy above the lowest of the compared OMol25 structures with the same formula, charge and spin: 78.3 kcal per mole
* gap between HOMO and LUMO: 8.161 eV
* highest occupied orbital energy: -4.58 eV
* E: -459.925555 Eh
* net charge: -1

Cartesian coordinates (Å):
O: -2.97514 -2.55682 -0.73100
C: -1.84596 -2.30648 -0.17319
C: -1.27447 -0.92555 0.05893
C: 0.12791 -0.97063 0.60974
C: 0.68982 0.39643 0.87141
O: 0.89430 1.13366 -0.30515
H: -1.22856 -3.11510 0.38327
H: -2.06404 -1.40639 0.75523
H: -1.64557 -0.13495 -0.58526
H: 0.08729 -1.55406 1.55042
H: 0.85086 -1.53850 -0.02578
H: -0.02848 0.94538 1.58549
H: 1.64173 0.35594 1.44061
H: 3.64141 1.56746 -1.39063
H: 2.32613 1.36705 -0.46579
O: 3.37332 1.49052 -0.48220
H: -1.22500 2.59303 -1.73054
H: -0.29039 2.00982 -0.61211
O: -1.05517 2.64920 -0.75346

Forces on atoms 1 to 2 (eV/Å):
O 3.4927 0.2547 1.5457
C -1.8113 -1.2138 -3.1528

Atom charges from the Mulliken analysis, given in e for atoms 1 to 2: -0.6230, -0.1320